Record 1
Density functional theory data (ωB97M-V/def2-TZVPD) for a single C4H8S2 molecule.

```
14
Properties=species:S:1:pos:R:3
C -2.01666 0.56613 -0.41125
C -0.61900 0.65397 0.09410
C 1.73159 -0.25507 0.43112
C 2.88259 -0.55383 -0.13564
H -2.35700 -1.89879 -0.11263
H -1.89308 0.56991 -1.43755
H -2.47259 1.47623 -0.11706
H -0.05834 1.54811 -0.25430
H -0.70312 0.72889 1.25182
H 1.64067 0.06372 1.51729
H 3.81025 -0.27584 0.36723
H 2.93618 -1.01484 -1.13202
S -3.14073 -0.81724 0.16449
S 0.25923 -0.79135 -0.22560
```

The value obtained for the HOMO-LUMO gap is 9.378 eV. The SMILES is C=CSCCS. For the HOMO energy, the calculation gives -8.51 eV. The spin multiplicity is 1.

Record 2
Density functional theory data (ωB97M-V/def2-TZVPD) for a single C4H8S3 molecule.

```
15
Properties=species:S:1:pos:R:3
C -0.39746 1.27959 -0.26909
C -1.71459 1.95841 -0.57080
C 0.06845 -1.53732 1.21338
C 0.81169 -1.28495 -0.04242
S 1.87363 3.34822 2.02042
S 1.01422 1.75976 0.76847
S -0.25493 -0.24495 -1.13540
H -2.34481 1.53652 0.16049
H -1.92053 1.66258 -1.53199
H -1.56435 3.00003 -0.41462
H -0.87171 -2.25224 1.19226
H 0.74671 -1.99614 1.92748
H -0.09269 -0.51813 1.66702
H 0.88322 -2.20343 -0.57169
H 1.87997 -0.90247 -0.10732
```

The value obtained for the HOMO-LUMO gap (spin up / spin down) is 6.752 / 6.756 eV. For the HOMO energy (spin up / spin down), the calculation gives -7.87 / -7.87 eV. The spin multiplicity is 1.

Record 3
Density functional theory data (ωB97M-V/def2-TZVPD) for a single C4H8S3 molecule.

```
15
Properties=species:S:1:pos:R:3
C -0.41813 1.90254 -0.06045
C -1.08094 0.77120 -0.09067
C 1.06488 -0.48765 0.03570
C -0.47397 -0.63941 -0.03139
S -3.01578 0.91910 0.23599
S -1.23269 -1.32077 1.44542
S -0.78969 -1.71359 -1.65400
H -0.88324 2.83856 -0.01524
H 0.67574 1.91576 -0.28130
H 1.50247 -1.54324 -0.03730
H 1.32754 0.05270 0.91648
H 1.34454 0.05620 -0.93497
H -2.78458 2.29541 0.32228
H -0.35654 -2.26076 1.82376
H -1.86576 -2.21184 -0.98862
```

The value obtained for the HOMO-LUMO gap is 9.594 eV. The SMILES is C=C(S)C(C)(S)S. For the HOMO energy, the calculation gives -8.99 eV. The spin multiplicity is 1.

Record 4
Density functional theory data (ωB97M-V/def2-TZVPD) for a single C4H8Si molecule.

```
13
Properties=species:S:1:pos:R:3
C -1.23074 -0.11323 0.19059
C 0.07016 -0.17400 -0.50194
C -2.49813 0.33959 0.04840
C 1.40522 -1.10718 0.14522
Si 1.66624 0.79148 0.03444
H -1.14591 -0.20085 1.27904
H -0.09129 -0.20450 -1.51358
H -3.02755 0.30209 -0.96588
H -3.02131 0.62943 0.86047
H 1.18454 -1.38853 1.13244
H 1.91815 -1.92045 -0.43379
H 2.37570 1.25946 -1.13889
H 1.70722 1.52737 1.39979
```

The value obtained for the HOMO-LUMO gap is 9.275 eV. The SMILES is C=C[C@@H]1C[SiH2]1. For the HOMO energy, the calculation gives -8.37 eV. The spin multiplicity is 1.

Record order is preserved below.
ΔE to the lowest compared entry with this formula, charge and spin: 164.8, 295.5, 160.8, 241.9 kJ/mol
Record order is preserved below.
Calculated total energy: -25946.7054, -36780.1873, -36781.5837, -12151.6299 eV